[1]
CH3NO2 | ωB97M-V with the def2-TZVPD basis set

Properties
**Spin multiplicity**: 1
**HOMO energy (spin up / spin down)**: -0.3925 / -0.3416 Ha
**ΔE to the lowest compared entry with this formula, charge and spin**: 10.641 eV
**F_max**: 2.594 eV/A
**E_tot**: -6661.023 eV
**Frontier orbital gap (spin up / spin down)**: 0.3490 / 0.2867 Ha

Geometry (Å):
O (-4.071, 0.392, 0.150)
O (-2.836, 0.049, 0.159)
N (-2.236, -0.783, -0.477)
C (0.180, -0.035, 0.114)
H (0.824, -0.230, -0.758)
H (-0.552, 0.789, 0.133)
H (-0.049, -0.771, 0.812)

[2]
C6H4N2 | ωB97M-V with the def2-TZVPD basis set

Properties
**Spin multiplicity**: 1
**HOMO energy**: -0.3533 Ha
**ΔE to the lowest compared entry with this formula, charge and spin**: 2.299 eV
**SMILES**: [H]/N=C1/N=CC=C1C#C
**F_max**: 2.112 eV/A
**E_tot**: -9263.714 eV
**Frontier orbital gap**: 0.3097 Ha

Geometry (Å):
N (-0.181, 2.056, -0.022)
N (-1.888, 0.445, 0.012)
C (-0.504, 0.808, 0.009)
C (1.768, -0.360, 0.045)
C (-0.575, -1.461, -0.032)
C (-1.888, -0.834, 0.009)
C (2.975, -0.277, -0.022)
C (0.345, -0.466, 0.013)
H (0.849, 2.127, 0.006)
H (-0.359, -2.517, -0.007)
H (4.060, -0.143, -0.021)
H (-2.795, -1.438, -0.037)

[3]
CH5NO2P2 | ωB97M-V with the def2-TZVPD basis set

Properties
**Spin multiplicity**: 1
**HOMO energy**: -0.3752 Ha
**ΔE to the lowest compared entry with this formula, charge and spin**: 1.028 eV
**F_max**: 5.487 eV/A
**E_tot**: -25280.754 eV
**Frontier orbital gap**: 0.3883 Ha

Geometry (Å):
P (1.320, 0.486, -0.004)
P (-1.439, 0.483, 0.033)
O (2.589, 1.031, -0.549)
O (-2.640, 1.125, -0.437)
N (0.253, 1.378, 0.861)
C (-0.111, -0.225, -1.075)
H (1.311, -0.674, 0.794)
H (-1.452, -0.201, 1.197)
H (-0.006, -1.314, -1.073)
H (-0.107, 0.099, -2.069)
H (0.199, 2.429, 0.807)

[4]
C2H10N3S2 | ωB97M-V with the def2-TZVPD basis set

Properties
**Expectation value of S²**: 0.76
**Spin multiplicity**: 2
**HOMO energy (spin up / spin down)**: -0.6502 / -0.6502 Ha
**ΔE to the lowest compared entry with this formula, charge and spin**: 3.060 eV
**Total charge**: +2
**F_max**: 3.750 eV/A
**E_tot**: -28356.461 eV
**Frontier orbital gap (spin up / spin down)**: 0.3001 / 0.2138 Ha

Geometry (Å):
S (-2.129, 0.571, 0.239)
S (-0.961, 2.061, -0.829)
N (2.882, -1.324, -0.986)
N (0.608, -1.063, -0.793)
N (2.066, -1.424, 1.113)
C (-1.428, -0.237, 1.754)
C (1.749, -1.290, -0.220)
H (2.634, -2.229, 1.316)
H (-0.085, -0.394, -0.387)
H (3.490, -2.142, -0.877)
H (3.482, -0.505, -1.015)
H (-2.286, -0.269, 2.441)
H (0.015, 2.202, 0.163)
H (-0.593, 0.360, 2.168)
H (-1.081, -1.239, 1.363)
H (2.645, -0.673, 1.442)
H (0.390, -1.393, -1.721)